A cluster of 2 separate species, C3H6O4 in total in a non-equilibrium geometry, computed with ωB97M-V with the def2-TZVPD basis set.

Values from the calculation:
Energy relative to the best compared isomer or geometry (same formula, charge and spin) ... 111.4 kcal/mol
Frontier orbital gap (spin up / spin down) ... 8.61 / 7.89 eV
LUMO energy (spin up / spin down) ... 0.482 / 0.249 eV
HOMO level (spin up / spin down) ... -8.1 / -7.6 eV
Calculated total energy ... -11393.8611 eV

ORCA input file:
```
! wB97M-V def2-TZVPD RIJCOSX def2/J DEFGRID3
* xyz 0 1
O -2.342 0.698 0.035
O 1.513 -1.397 -0.061
O -1.478 -1.401 0.238
O 3.114 0.137 0.284
C -1.476 -0.236 -0.437
C 0.868 0.890 0.057
C 1.774 -0.055 0.097
H -1.312 -0.339 -1.500
H 3.514 -0.740 0.293
H -1.877 -1.250 1.107
H 0.927 1.944 0.179
H -2.214 1.530 -0.430
H 0.567 -1.544 -0.162
*
```